{
  "formula": "CH2S3",
  "method": "ωB97M-V with the def2-TZVPD basis set",
  "molar_mass_g_mol": 110.2,
  "charge": 0,
  "e_above_lowest_kcal_mol": 75.57,
  "e_tot_ev": -33571.5585,
  "gap_ev": [7.49, 6.67],
  "symbols": ["C", "S", "S", "S", "H", "H"],
  "coordinates": [[1.7121, 0.5463, 0.6606], [1.4770, -0.7809, -0.0890], [-1.2933, -1.0157, -0.3137], [-2.0468, 0.6661, 0.2422], [0.8024, 1.2108, 0.9739], [-0.6514, -0.6265, -1.4741]]
}

{
  "formula": "C22H35NO3P2Re",
  "method": "ωB97M-V with the def2-TZVPD basis set",
  "spin_multiplicity": 4,
  "molar_mass_g_mol": 609.7,
  "charge": 0,
  "s2": 3.80,
  "e_tot_ev": -51718.3516,
  "gap_ev": [5.45, 6.03],
  "symbols": ["Re", "P", "P", "N", "H", "C", "H", "H", "H", "C", "H", "H", "H", "C", "H", "H", "H", "C", "H", "H", "H", "C", "H", "H", "H", "C", "H", "H", "H", "C", "C", "C", "C", "C", "C", "H", "H", "H", "H", "H", "C", "O", "C", "H", "H", "H", "C", "H", "H", "H", "O", "C", "O", "C", "C", "C", "C", "C", "C", "H", "H", "H", "H", "H"],
  "coordinates": [[-0.1602, -0.1314, -0.0825], [-2.4436, 0.2895, -0.6421], [2.2483, -0.5402, 0.7083], [0.4112, 1.1050, -1.1784], [-1.5962, -1.0016, 0.1025], [-3.2318, 1.6238, 0.2392], [-4.2878, 1.6063, -0.0550], [-2.7637, 2.5661, -0.0725], [-3.1326, 1.5079, 1.3225], [-3.5693, -1.1658, -0.5429], [-4.5478, -0.7844, -0.8505], [-3.5693, -1.5307, 0.4929], [-3.1837, -1.9500, -1.2131], [-2.5176, 0.7339, -2.3678], [-3.5684, 0.6796, -2.6665], [-1.9289, 0.0531, -2.9888], [-2.1415, 1.7514, -2.5074], [2.8652, 0.6757, 1.9311], [3.9381, 0.5059, 2.1039], [2.2856, 0.5544, 2.8567], [2.6892, 1.6797, 1.5226], [2.7475, -2.1691, 1.4133], [3.7671, -2.0623, 1.8122], [2.7140, -2.9197, 0.6109], [2.0482, -2.4440, 2.2134], [3.3574, -0.3613, -0.7481], [4.3930, -0.4960, -0.4115], [3.2142, 0.6362, -1.1839], [3.0725, -1.1370, -1.4723], [0.8462, 1.8664, -2.1538], [1.1614, 4.0555, -3.1425], [0.7960, 3.2794, -2.0432], [1.2570, 1.2391, -3.3571], [1.6206, 2.0306, -4.4492], [1.5773, 3.4341, -4.3406], [1.1322, 5.1426, -3.0713], [0.4811, 3.7170, -1.1028], [1.2780, 0.1566, -3.3994], [1.9437, 1.5520, -5.3736], [1.8684, 4.0608, -5.2139], [-0.7273, -0.4265, 3.2728], [-0.1542, 0.2037, 2.2867], [-2.0032, 0.1839, 3.7603], [-2.6779, -0.5783, 4.1475], [-2.5347, 0.7319, 2.9785], [-1.5607, 0.8513, 4.5098], [-0.3034, -1.8562, 3.4318], [0.7120, -1.7655, 3.8384], [-0.2482, -2.4805, 2.5085], [-1.0030, -2.3807, 4.0817], [1.5245, -3.1316, -1.5253], [0.4438, -3.1258, -0.9211], [-0.3287, -2.0509, -0.8060], [-0.1033, -4.2922, -0.1536], [-1.3618, -4.2579, 0.4461], [-1.7255, -5.2338, 1.3625], [-0.8120, -6.2820, 1.6537], [0.4250, -6.3370, 1.0023], [0.7916, -5.3491, 0.0920], [-2.0620, -3.4471, 0.1973], [-2.6956, -5.2038, 1.8585], [-1.0825, -7.0462, 2.3835], [1.1294, -7.1533, 1.2051], [1.7335, -5.3482, -0.4376]]
}

{
  "formula": "C19H21N4O3SSeW",
  "method": "ωB97M-V with the def2-TZVPD basis set",
  "spin_multiplicity": 3,
  "molar_mass_g_mol": 648.3,
  "charge": 3,
  "s2": 2.06,
  "e_tot_ev": -110127.8608,
  "gap_ev": [6.87, 4.41],
  "symbols": ["W", "C", "C", "C", "O", "C", "O", "O", "H", "H", "H", "H", "H", "H", "H", "C", "N", "C", "Se", "N", "C", "C", "C", "C", "C", "C", "H", "H", "H", "H", "H", "H", "H", "H", "N", "C", "N", "C", "C", "C", "C", "C", "C", "S", "H", "H", "H", "H", "H", "H"],
  "coordinates": [[0.1807, -0.9288, 0.4051], [1.4074, 1.4886, 3.0558], [0.5261, 1.8521, 1.8916], [-0.1881, 3.1654, 2.0358], [-0.5265, 0.7250, 1.6900], [1.1302, 1.6634, 0.5123], [1.0225, 2.3959, -0.4140], [1.5994, 0.3541, 0.3634], [0.8188, 1.4793, 3.9743], [2.1718, 2.2602, 3.1676], [1.9044, 0.5304, 2.9310], [-0.7053, 3.2149, 2.9956], [-0.8859, 3.3480, 1.2218], [0.5581, 3.9610, 2.0251], [-1.2197, 0.8484, 2.3445], [-3.4132, -1.4177, 1.4756], [-2.8994, -2.2584, 0.3807], [-1.6446, -2.1341, -0.2139], [0.3757, -2.4989, 2.0268], [-1.6187, -3.0660, -1.1719], [-2.7851, -3.8189, -1.2103], [-3.1967, -4.8685, -1.9735], [-4.4833, -5.3530, -1.6782], [-5.3274, -4.7839, -0.6357], [-4.9103, -3.7409, 0.1195], [-3.6091, -3.2529, -0.1754], [-2.6868, -0.6412, 1.6710], [-3.5492, -2.0275, 2.3662], [-4.3527, -0.9648, 1.1681], [-0.7953, -3.2497, -1.7295], [-2.5935, -5.3117, -2.7549], [-4.8756, -6.1889, -2.2458], [-6.3052, -5.2205, -0.4776], [-5.5270, -3.3105, 0.8967], [-0.0894, 0.0350, -1.8169], [0.7974, -1.0042, -2.2371], [1.1060, -1.8198, -1.2610], [1.9503, -2.8590, -1.6810], [2.5016, -3.8779, -0.9117], [3.3254, -4.7789, -1.5509], [3.6068, -4.6697, -2.9234], [3.0729, -3.6576, -3.6915], [2.2343, -2.7490, -3.0479], [1.4424, -1.3600, -3.7451], [0.3725, 0.9535, -1.7721], [-0.9061, 0.1133, -2.4173], [2.3172, -3.9421, 0.1520], [3.7818, -5.5778, -0.9822], [4.2683, -5.3894, -3.3868], [3.3071, -3.5677, -4.7441]]
}

{
  "formula": "C6H15NO",
  "method": "ωB97M-V with the def2-TZVPD basis set",
  "molar_mass_g_mol": 117.2,
  "charge": 0,
  "e_above_lowest_kcal_mol": 63.39,
  "e_tot_ev": -10001.0085,
  "gap_ev": 9.46,
  "smiles": "C=C(C)C[C@H](C)N.O",
  "symbols": ["C", "C", "C", "C", "C", "C", "N", "H", "H", "H", "H", "H", "H", "H", "H", "H", "H", "H", "H", "H", "O", "H", "H"],
  "coordinates": [[-1.4971, 1.5500, 1.0201], [-0.4592, 0.8914, 0.4280], [0.6131, 1.6491, -0.3475], [-0.2694, -0.5185, 0.7286], [-1.2038, -1.5672, -0.0975], [-0.7703, -3.0041, 0.3350], [-0.9977, -1.3436, -1.5826], [-2.2933, 0.8959, 1.2527], [-1.6562, 2.5896, 1.0442], [1.2343, 1.1597, -1.0009], [1.1980, 2.2581, 0.2666], [0.0519, 2.3371, -0.9321], [-0.3727, -0.7254, 1.7988], [0.6936, -0.8016, 0.2768], [-2.2614, -1.3918, 0.1656], [0.2182, -3.2498, 0.2009], [-0.8778, -3.0145, 1.4121], [-1.3096, -3.7422, -0.3258], [-1.3951, -0.5113, -2.0405], [-0.0327, -1.3813, -1.8237], [4.0684, 2.6830, -0.5234], [4.1751, 2.6439, 0.3980], [3.1437, 2.5937, -0.6532]]
}

{
  "formula": "C4H16O3",
  "method": "ωB97M-V with the def2-TZVPD basis set",
  "molar_mass_g_mol": 112.2,
  "charge": 0,
  "e_above_lowest_kcal_mol": 19.94,
  "e_tot_ev": -10549.6095,
  "gap_ev": 11.66,
  "smiles": "CCCC.O.O.O",
  "symbols": ["C", "C", "C", "C", "H", "H", "H", "H", "H", "H", "H", "H", "H", "H", "O", "H", "H", "O", "H", "H", "O", "H", "H"],
  "coordinates": [[0.9314, 0.8679, 0.2688], [-0.4623, 0.6603, -0.2508], [-1.0544, -0.6795, 0.1190], [-2.2047, -1.1248, -0.8150], [1.2411, 1.8615, -0.0572], [0.9853, 0.7808, 1.3542], [1.5704, 0.1579, -0.2583], [-1.1475, 1.4682, 0.0154], [-0.3780, 0.7380, -1.3376], [-1.4021, -0.6884, 1.1424], [-0.2977, -1.4613, 0.0164], [-3.0168, -0.3926, -0.7411], [-1.8714, -1.0079, -1.8486], [-2.4351, -2.1619, -0.6239], [4.1025, 1.3923, -2.2425], [4.8917, 1.5921, -2.7548], [3.9214, 0.4868, -2.5167], [2.2339, -3.1098, 2.8395], [3.1945, -3.1775, 2.8002], [1.9565, -3.8743, 2.3243], [-3.2986, 2.6031, 0.6957], [-3.6217, 1.7264, 0.9002], [-3.8383, 3.3427, 0.9704]]
}

{
  "formula": "C2H6ClISi",
  "method": "ωB97M-V with the def2-TZVPD basis set",
  "molar_mass_g_mol": 220.5,
  "charge": 0,
  "e_above_lowest_kcal_mol": 52.18,
  "e_tot_ev": -30672.4585,
  "gap_ev": [5.86, 5.87],
  "symbols": ["C", "C", "Si", "Cl", "I", "H", "H", "H", "H", "H", "H"],
  "coordinates": [[0.2095, -1.4342, -0.7561], [-0.9861, 1.0083, 1.0539], [-0.0271, 0.4197, -0.4625], [-0.2139, 1.5672, -2.0884], [3.8020, 0.4999, 0.6093], [0.5213, -1.6226, -1.7802], [0.9723, -1.8377, -0.0979], [-0.7123, -1.9822, -0.5767], [-0.7097, 0.4373, 1.9359], [-0.7979, 2.0579, 1.2629], [-2.0581, 0.8864, 0.8999]]
}

{
  "formula": "C14H37BO3",
  "method": "ωB97M-V with the def2-TZVPD basis set",
  "molar_mass_g_mol": 264.3,
  "charge": 0,
  "e_tot_ev": -21934.3543,
  "gap_ev": 9.98,
  "smiles": "CCOCC.CCOCC.CCOCC.BCC",
  "symbols": ["C", "C", "O", "C", "C", "H", "H", "H", "H", "H", "H", "H", "H", "H", "H", "C", "C", "O", "C", "C", "H", "H", "H", "H", "H", "H", "H", "H", "H", "H", "C", "C", "O", "C", "C", "H", "H", "H", "H", "H", "H", "H", "H", "H", "H", "B", "C", "C", "H", "H", "H", "H", "H", "H", "H"],
  "coordinates": [[-0.5946, 5.1730, -0.3326], [-0.3369, 3.8400, 0.3474], [-1.4043, 2.9193, 0.2216], [-1.7412, 2.5451, -1.1021], [-0.6057, 1.8752, -1.8550], [-1.5286, 5.6102, 0.0236], [0.2205, 5.8674, -0.1239], [-0.6715, 5.0666, -1.4160], [-0.2124, 4.0030, 1.4186], [0.5966, 3.3924, -0.0113], [-2.1203, 3.4097, -1.6581], [-2.5742, 1.8466, -1.0101], [0.2294, 2.5575, -2.0206], [-0.9494, 1.5285, -2.8302], [-0.2264, 1.0205, -1.2914], [3.1948, 2.0877, -6.0226], [2.3340, 3.0752, -5.2548], [2.3258, 2.8570, -3.8559], [3.5778, 2.9560, -3.2027], [4.2306, 4.3213, -3.3322], [2.9016, 1.0629, -5.7903], [3.0882, 2.2488, -7.0960], [4.2524, 2.1928, -5.7742], [1.2971, 2.9699, -5.5759], [2.6269, 4.1068, -5.4780], [4.2525, 2.1662, -3.5502], [3.3786, 2.7535, -2.1495], [4.5011, 4.5447, -4.3655], [5.1410, 4.3627, -2.7332], [3.5500, 5.1036, -2.9926], [-1.6743, -4.2127, 6.6756], [-0.9271, -5.0779, 5.6758], [-1.6795, -6.1777, 5.1983], [-2.8742, -5.8556, 4.5116], [-2.6556, -5.0132, 3.2672], [-2.0455, -4.8183, 7.5036], [-1.0151, -3.4401, 7.0734], [-2.5323, -3.7153, 6.2199], [-0.0504, -5.5084, 6.1606], [-0.5568, -4.4769, 4.8377], [-3.5854, -5.3713, 5.1897], [-3.3185, -6.8095, 4.2258], [-2.2630, -4.0249, 3.5124], [-3.5963, -4.8757, 2.7326], [-1.9389, -5.4957, 2.6007], [-0.8826, -2.4589, -1.0473], [-1.3801, -1.8382, 0.3371], [-0.3439, -2.3707, 1.4030], [-0.2343, -1.8204, -1.8084], [-1.1608, -3.6053, -1.2281], [-1.3471, -0.7470, 0.3571], [-2.3590, -2.2147, 0.6412], [-0.3036, -3.4522, 1.2536], [-0.6414, -2.1011, 2.4093], [0.6324, -1.9826, 1.1112]]
}

{
  "formula": "C6H11NO3P",
  "method": "ωB97M-V with the def2-TZVPD basis set",
  "molar_mass_g_mol": 176.1,
  "charge": -1,
  "e_above_lowest_kcal_mol": 61.59,
  "e_tot_ev": -23321.4303,
  "gap_ev": 8.68,
  "symbols": ["C", "C", "C", "C", "C", "C", "N", "O", "O", "O", "P", "H", "H", "H", "H", "H", "H", "H", "H", "H", "H", "H"],
  "coordinates": [[-2.6539, 1.2301, -1.6413], [-1.2120, 0.7521, 3.8435], [-2.4289, 0.6684, -0.4385], [-1.1331, 1.3006, 2.6587], [1.9404, -2.1423, -4.3593], [-0.1803, 0.7410, 1.6302], [1.2842, -1.3687, -3.5795], [-1.6176, -1.6642, 0.7024], [0.0862, -0.4976, -0.7961], [0.4536, -2.0660, -2.7427], [-1.0436, -0.4518, 0.1917], [-3.5807, 1.7306, -2.0017], [-1.8052, 1.1007, -2.3700], [-1.8417, 1.1786, 4.6581], [-0.6343, -0.0961, 4.0890], [-3.1316, 0.7091, 0.4211], [-1.6446, 2.0775, 2.2124], [2.5607, -1.6566, -5.1017], [1.9831, -3.2022, -4.1827], [0.6221, 0.0713, 2.1896], [0.2661, 1.4933, 1.0596], [0.1810, -1.3997, -1.9863]]
}

{
  "formula": "C3H9BO2",
  "method": "ωB97M-V with the def2-TZVPD basis set",
  "molar_mass_g_mol": 87.9,
  "charge": 0,
  "e_above_lowest_kcal_mol": 46.49,
  "e_tot_ev": -8028.1223,
  "gap_ev": 7.96,
  "symbols": ["B", "C", "C", "C", "O", "O", "H", "H", "H", "H", "H", "H", "H", "H", "H"],
  "coordinates": [[1.0385, -0.3674, -0.3957], [-0.5103, 0.6571, 1.5418], [-1.6051, -0.1979, -0.5770], [-0.3876, 0.1152, 0.1821], [1.0250, -0.6585, -1.8166], [2.1283, 0.4550, 0.0892], [-0.6001, -0.1655, 2.2537], [-1.4023, 1.2736, 1.6509], [0.3884, 1.2139, 1.7985], [-1.4708, 0.1650, -1.5989], [-1.6949, -1.2798, -0.6826], [-2.5181, 0.1964, -0.1331], [1.0955, -1.5026, 0.1645], [1.5422, -0.0059, -2.2844], [2.9712, 0.1015, -0.1925]]
}